Entry 1:
6
Properties=species:S:1:pos:R:3:forces:R:3 method="wB97M-V/def2-TZVPD" orbital_gap_ha=0.32526 homo_energy_ha=-0.35046 smiles=N#[N+][S-].N#CI de_lowest_kj_mol=48.13 e_tot_ha=-898.17981 e_lumo_ha=-0.025
N 1.076 -0.917 -1.686 -3.441 -0.326 0.184
C -0.101 -0.953 -1.590 2.625 -0.207 -1.331
N 0.447 1.078 1.899 -4.203 1.342 2.946
N -0.320 1.443 2.661 2.575 -0.357 -0.981
I -2.105 -1.063 -1.909 0.800 0.086 0.368
S 1.003 0.412 0.625 1.644 -0.537 -1.185

---

Entry 2:
20
Properties=species:S:1:pos:R:3:forces:R:3 method="wB97M-V/def2-TZVPD" orbital_gap_ha="0.33131 / 0.25041" homo_energy_ha="-0.32709 / -0.26787" de_lowest_kj_mol=557.43 e_tot_ha=-403.12165 e_lumo_ha="0.004 / -0.017"
C 0.222 -0.563 -0.383 -1.451 2.317 0.837
C -0.357 -0.680 2.052 -1.021 -4.272 -1.837
N 1.177 -0.499 -1.349 -0.474 -0.245 -1.759
C -1.920 1.014 -0.988 1.919 -1.242 0.755
C 2.504 -0.267 -1.250 1.324 0.140 -4.431
O 3.179 0.012 -0.319 0.648 0.143 1.564
H 0.016 -0.644 3.058 0.075 0.028 0.344
H -2.389 3.038 -0.515 1.163 -2.047 1.206
C 0.631 -0.210 1.008 -0.093 -0.257 0.815
H 0.830 -0.599 -2.327 0.618 0.025 1.275
H 2.973 -0.307 -2.383 -0.867 -0.038 2.285
H 1.552 -0.799 1.072 0.180 0.757 0.823
C -1.168 -0.381 -0.929 1.182 1.275 -2.468
H -1.765 -1.077 -0.498 -2.305 -1.847 1.702
H -1.315 1.921 0.845 -0.910 0.629 -1.667
H -1.073 -0.805 -1.956 -0.452 0.597 0.294
C -1.861 2.038 -0.171 -0.502 1.379 0.187
H -0.651 -1.822 1.735 0.839 2.295 1.262
H -1.316 -0.228 1.940 -0.625 0.864 0.229
H 0.732 0.858 1.356 0.754 -0.503 -1.417

---

Entry 3:
19
Properties=species:S:1:pos:R:3:forces:R:3 method="wB97M-V/def2-TZVPD" orbital_gap_ha="0.21515 / 0.30125" homo_energy_ha="-0.34858 / -0.50485" de_lowest_kj_mol=261.50 e_tot_ha=-344.24735 e_lumo_ha="-0.133 / -0.204" multiplicity=3 total_charge=+1
H -0.494 1.351 0.863 0.989 0.304 -0.304
H -1.468 -2.048 -0.630 0.820 -0.583 -0.214
H -2.903 0.939 0.394 0.090 1.074 -0.204
H 2.709 0.949 -0.995 -0.413 0.870 -0.441
H 0.117 1.600 -0.880 -0.555 -0.664 1.036
C 1.175 0.014 0.111 -3.045 -1.213 -0.347
C -0.092 0.849 -0.040 -0.283 1.369 -0.225
H 0.362 -1.473 1.544 -1.877 -0.694 2.867
N 2.484 0.614 -0.069 0.134 -4.203 -2.342
H 2.981 -0.334 -0.083 0.716 1.989 1.093
N -1.157 -0.093 -0.366 -0.666 3.463 -0.025
H 1.371 -1.899 -1.187 1.091 -0.762 -1.083
C -2.386 0.012 0.428 0.315 -0.473 -1.049
C -0.693 -1.293 -0.624 0.489 -3.036 -1.626
H -3.126 -0.722 0.146 0.141 -0.434 -0.263
H -2.010 -0.203 1.376 -0.283 -0.239 2.268
H 2.607 1.267 0.642 1.344 1.253 1.744
C 0.791 -1.368 -0.505 -0.850 1.042 1.838
C 1.132 -1.215 0.952 1.843 0.937 -2.723

---

Entry 4:
39
Properties=species:S:1:pos:R:3:forces:R:3 method="wB97M-V/def2-TZVPD" orbital_gap_ha="0.23246 / 0.24782" homo_energy_ha="-0.17990 / -0.19794" de_lowest_kj_mol=32.96 e_tot_ha=-1669.43117 e_lumo_ha="0.053 / 0.050" multiplicity=3 total_charge=-1
C -1.957 3.578 1.552 -0.040 -0.156 -0.037
H -2.978 3.802 1.830 0.008 0.023 0.001
H 0.722 1.750 -4.277 0.001 0.025 -0.012
H 0.112 -3.458 1.898 -0.023 0.015 0.002
H -0.022 2.713 -1.876 -0.001 0.019 0.008
F -2.092 -5.396 -2.828 0.065 0.059 0.081
H 2.909 -4.267 -0.419 0.014 0.044 0.101
C 2.881 -3.267 -0.840 -0.036 -0.014 -0.018
C 0.670 3.020 0.832 -0.014 0.078 0.021
Pd 0.962 -2.477 -1.092 -0.423 0.125 0.286
H -0.494 -1.849 4.010 -0.009 -0.002 0.020
H 1.104 5.037 1.427 -0.012 0.006 0.003
C -0.308 2.038 0.706 -0.020 -0.215 -0.079
F -1.151 -6.400 -0.983 0.050 0.065 0.007
C 0.390 0.637 -1.181 0.026 -0.259 -0.054
F -2.612 -4.644 -0.713 0.090 0.029 -0.025
H 3.690 -2.626 -0.512 -0.016 0.004 0.047
C 0.678 1.224 -3.338 0.006 -0.195 0.136
C -0.336 -0.263 2.491 -0.005 0.055 -0.045
H 1.327 -0.865 -3.854 -0.005 0.024 -0.004
C -0.310 -1.533 2.997 0.084 -0.109 -0.250
I 3.036 -3.507 -2.946 0.185 -0.107 -0.382
H 1.688 2.795 0.545 0.003 -0.017 -0.007
F -0.519 -4.277 -1.586 0.400 0.210 0.013
C 0.012 -2.381 1.895 -0.078 -0.129 0.206
H -0.537 0.648 3.030 -0.008 0.037 0.004
C 0.304 1.711 -2.106 -0.015 0.132 -0.014
C 0.985 -0.141 -3.128 0.064 0.002 -0.166
N 0.176 -1.701 0.784 0.020 0.187 -0.154
C 0.042 0.680 0.177 -0.002 0.279 0.088
C -1.319 5.864 2.183 0.105 -0.393 -0.156
B -1.614 -5.195 -1.528 -0.481 -0.387 0.020
C -0.971 4.550 1.678 -0.151 0.476 0.187
N -1.597 6.906 2.582 -0.007 0.048 0.023
C -1.621 2.323 1.070 0.020 0.107 0.038
H -2.376 1.555 0.970 -0.003 -0.013 -0.009
N 0.815 -0.497 -1.865 0.055 0.247 0.213
C 0.344 4.274 1.322 0.107 -0.094 -0.048
C -0.034 -0.359 1.093 0.046 -0.207 -0.045

---

Copy entry 4 word for word.
39
Properties=species:S:1:pos:R:3:forces:R:3 method="wB97M-V/def2-TZVPD" orbital_gap_ha="0.23246 / 0.24782" homo_energy_ha="-0.17990 / -0.19794" de_lowest_kj_mol=32.96 e_tot_ha=-1669.43117 e_lumo_ha="0.053 / 0.050" multiplicity=3 total_charge=-1
C -1.957 3.578 1.552 -0.040 -0.156 -0.037
H -2.978 3.802 1.830 0.008 0.023 0.001
H 0.722 1.750 -4.277 0.001 0.025 -0.012
H 0.112 -3.458 1.898 -0.023 0.015 0.002
H -0.022 2.713 -1.876 -0.001 0.019 0.008
F -2.092 -5.396 -2.828 0.065 0.059 0.081
H 2.909 -4.267 -0.419 0.014 0.044 0.101
C 2.881 -3.267 -0.840 -0.036 -0.014 -0.018
C 0.670 3.020 0.832 -0.014 0.078 0.021
Pd 0.962 -2.477 -1.092 -0.423 0.125 0.286
H -0.494 -1.849 4.010 -0.009 -0.002 0.020
H 1.104 5.037 1.427 -0.012 0.006 0.003
C -0.308 2.038 0.706 -0.020 -0.215 -0.079
F -1.151 -6.400 -0.983 0.050 0.065 0.007
C 0.390 0.637 -1.181 0.026 -0.259 -0.054
F -2.612 -4.644 -0.713 0.090 0.029 -0.025
H 3.690 -2.626 -0.512 -0.016 0.004 0.047
C 0.678 1.224 -3.338 0.006 -0.195 0.136
C -0.336 -0.263 2.491 -0.005 0.055 -0.045
H 1.327 -0.865 -3.854 -0.005 0.024 -0.004
C -0.310 -1.533 2.997 0.084 -0.109 -0.250
I 3.036 -3.507 -2.946 0.185 -0.107 -0.382
H 1.688 2.795 0.545 0.003 -0.017 -0.007
F -0.519 -4.277 -1.586 0.400 0.210 0.013
C 0.012 -2.381 1.895 -0.078 -0.129 0.206
H -0.537 0.648 3.030 -0.008 0.037 0.004
C 0.304 1.711 -2.106 -0.015 0.132 -0.014
C 0.985 -0.141 -3.128 0.064 0.002 -0.166
N 0.176 -1.701 0.784 0.020 0.187 -0.154
C 0.042 0.680 0.177 -0.002 0.279 0.088
C -1.319 5.864 2.183 0.105 -0.393 -0.156
B -1.614 -5.195 -1.528 -0.481 -0.387 0.020
C -0.971 4.550 1.678 -0.151 0.476 0.187
N -1.597 6.906 2.582 -0.007 0.048 0.023
C -1.621 2.323 1.070 0.020 0.107 0.038
H -2.376 1.555 0.970 -0.003 -0.013 -0.009
N 0.815 -0.497 -1.865 0.055 0.247 0.213
C 0.344 4.274 1.322 0.107 -0.094 -0.048
C -0.034 -0.359 1.093 0.046 -0.207 -0.045